Entry 1:
Below is 2 unconnected molecules or ions with the total composition C3H5Cl2N3O in a non-equilibrium geometry, with properties calculated with ωB97M-V with the def2-TZVPD basis set.

Last column: Löwdin charge in e.
Positions of all 14 atoms, in Å:
H: 0.2385 -3.3955 0.8864  0.04
N: 0.7992 -2.6593 1.2122  0.13
C: 1.2699 -1.8819 0.3222  -0.94
O: 1.0349 -2.0742 -0.9644  -0.02
Cl: 2.4556 -0.6188 0.5658  0.69
H: 1.7387 -1.9317 -1.6266  0.12
C: -0.4476 1.5413 1.3334  0.06
C: -1.0571 0.5216 0.7423  -0.21
N: -2.3943 0.3702 1.2029  -0.09
N: -3.2904 -0.3271 0.7427  -0.42
Cl: -3.0161 -1.5563 -0.4437  0.48
H: -0.8020 2.0565 2.2247  0.08
H: 0.4761 1.9177 0.9476  0.05
H: -0.7718 0.0018 -0.0860  0.03

The charge is 0. The energy relative to the best compared isomer or geometry (same formula, charge and spin) is 13.5 kcal/mol. Its SMILES is [H]/N=C(\O)Cl.C=C/N=N\Cl. The spin multiplicity is 1.

---

Entry 2:
Below is a molecular structure, C10H15ClNO6P2Y in a non-equilibrium geometry, with properties calculated with ωB97M-V with the def2-TZVPD basis set.

Last column: Löwdin charge in e.
Positions of all 36 atoms, in Å:
Y: -0.7026 0.0892 1.7401  1.14
N: 1.1996 -2.1355 -0.8362  0.09
C: 1.7590 -2.3084 0.5377  -0.46
C: 2.6773 -3.4829 0.6481  -0.18
P: -1.8547 -2.4041 1.1547  0.40
O: -1.5530 -2.3690 -0.6111  -0.38
O: -2.9109 -3.5044 1.2170  -0.55
O: -2.4548 -0.9365 1.3690  -0.65
P: 2.0466 -0.8089 1.2640  0.21
O: 3.6596 -0.5789 1.4209  -0.18
O: 1.4790 -0.6248 2.6642  -0.43
O: 1.4208 0.2407 0.3342  -0.43
H: 0.2333 -2.5056 -0.8895  0.07
H: 1.7922 -2.5417 -1.5646  0.13
H: 1.1227 -1.1211 -0.9962  0.10
H: 2.1738 -4.4560 0.5378  0.05
H: 3.1400 -3.4971 1.6377  0.06
H: 3.5114 -3.4689 -0.0899  0.05
H: -2.2641 -2.9446 -0.9270  0.00
H: 3.7799 -0.0484 2.2165  0.05
Cl: -2.7889 1.5265 3.8111  0.24
C: -0.9993 0.9823 3.9433  -0.69
H: -0.9985 0.2638 4.7657  -0.05
H: -0.4756 1.8730 4.2939  -0.05
C: -1.2330 1.8958 0.3229  0.02
C: -1.1451 2.4090 -0.9796  -0.40
C: -0.7065 3.7402 -1.2743  -0.09
C: -0.6448 4.2131 -2.5691  -0.14
C: -1.0278 3.4029 -3.6484  -0.15
C: -1.4584 2.0909 -3.3947  -0.13
C: -1.5069 1.5992 -2.1061  -0.07
H: -0.4093 4.3714 -0.4451  0.09
H: -0.2992 5.2252 -2.7525  0.08
H: -0.9869 3.7826 -4.6624  0.07
H: -1.7476 1.4500 -4.2213  0.08
H: -1.8273 0.5810 -1.9108  0.10

The charge is -2. The energy relative to the best compared isomer or geometry (same formula, charge and spin) is 127.7 kcal/mol. The spin multiplicity is 1.

---

Entry 3:
Below is a single C13H16N2O5 molecule in a non-equilibrium geometry, with properties calculated with ωB97M-V with the def2-TZVPD basis set.

Last column: Löwdin charge in e.
Positions of all 36 atoms, in Å:
N: -0.3161 -2.8649 -0.3013  0.06
C: -1.1687 -1.6887 -0.4447  -0.33
C: -2.5695 -2.0206 0.0521  -0.05
C: -3.5371 -0.8929 -0.1124  -0.48
O: -3.2586 0.2636 -0.3652  0.10
O: -4.8098 -1.2776 0.0733  0.13
C: -0.6124 -0.5182 0.3460  -0.45
O: -0.5115 -0.5869 1.5648  0.07
N: -0.2503 0.5840 -0.3703  0.10
C: 0.4042 1.7233 0.2372  -0.20
C: 1.8531 1.8694 -0.2249  -0.09
C: 2.5829 0.5527 -0.1423  -0.24
C: 2.9034 -0.0012 1.1032  -0.04
C: 3.4827 -1.2512 1.1883  -0.09
C: 3.7689 -1.9823 0.0399  -0.10
C: 3.4543 -1.4351 -1.2093  -0.09
C: 2.8740 -0.1690 -1.2879  -0.06
C: -0.4168 3.0085 0.0269  -0.48
O: 0.0835 4.0932 0.0357  0.13
O: -1.7315 2.8376 -0.1417  0.13
H: 0.6049 -2.6872 -0.7223  0.08
H: -0.1666 -3.0174 0.7271  0.11
H: -1.2082 -1.4545 -1.5148  0.15
H: -2.9400 -2.9148 -0.4350  0.14
H: -2.5186 -2.2389 1.1137  0.14
H: -5.3549 -0.4989 -0.0051  0.12
H: -0.3222 0.5337 -1.3645  0.15
H: 0.3883 1.4835 1.3201  0.17
H: 2.3342 2.6599 0.3563  0.13
H: 1.8526 2.2504 -1.2543  0.13
H: 2.6800 0.5999 2.0158  0.14
H: 3.7224 -1.7135 2.1672  0.12
H: 4.2315 -2.9764 0.0923  0.11
H: 3.7198 -1.9898 -2.1350  0.11
H: 2.6408 0.2276 -2.2666  0.11
H: -1.9880 1.8961 -0.1629  0.07

The charge is 0. The energy relative to the best compared isomer or geometry (same formula, charge and spin) is 0.0 kcal/mol. Its SMILES is N[C@@H](CC(=O)O)C(=O)N[C@@H](Cc1ccccc1)C(=O)O. The spin multiplicity is 1.

---

Entry 4:
Below is a molecular structure, C9H12I2O7PrRhS2 in a non-equilibrium geometry, with properties calculated with ωB97M-V with the def2-TZVPD basis set.

Last column: Löwdin charge in e.
Positions of all 34 atoms, in Å:
I: 1.4791 -3.7129 -0.2889  1.20
I: 1.6338 3.5665 -0.2704  1.05
Rh: 0.0232 1.4148 0.0371  0.42
Pr: 0.2401 -1.2094 0.0756  -0.07
S: 1.2924 0.0765 -1.7381  0.91
C: -1.4860 -1.9403 -1.2718  -0.02
C: -1.1404 -1.9955 1.5189  -0.07
C: 0.6948 -0.0111 -3.4217  -0.82
C: 1.5399 1.0881 -4.0428  -0.04
C: -0.7973 0.2602 -3.6392  -0.03
C: 1.0928 -1.3961 -3.9476  -0.05
C: -0.8180 1.9635 1.6040  -0.18
C: -1.4092 2.0220 -0.9971  -0.20
O: -1.7611 -2.5253 2.4264  0.29
O: -2.3410 -2.3596 -2.0128  0.26
O: -1.3141 2.3980 2.5079  0.31
O: -2.2064 2.5274 -1.5818  0.32
H: 1.2958 1.1725 -5.1037  0.16
H: 2.6073 0.8615 -3.9427  0.12
H: 1.3476 2.0537 -3.5573  0.09
H: -1.1545 -0.3628 -4.4710  0.14
H: -0.9551 1.3134 -3.9161  0.12
H: -1.4145 0.0265 -2.7667  0.04
H: 0.8665 -1.4442 -5.0191  0.14
H: 0.5500 -2.2077 -3.4399  0.08
H: 2.1679 -1.5706 -3.8050  0.11
C: -0.3122 0.1696 4.0687  -0.02
S: 1.3506 -0.4096 3.1255  0.51
O: 2.3188 0.2323 3.9021  -0.18
O: 1.2945 -1.8180 3.2579  -0.24
O: 1.5877 -0.0535 1.5697  -0.53
H: -0.3607 -0.4712 4.9552  0.10
H: -1.2108 0.0180 3.4852  0.02
H: -0.1896 1.2030 4.3959  0.07

The charge is +4. As for the expectation value of S²: 12.02. The spin multiplicity is 7.

---

Number 1: E -34751.22084 eV. Number 2: E -56534.34818 eV. Number 3: E -26960.29362 eV. Number 4: E -78752.13464 eV.